This record from the Open Molecules 2025 dataset describes a single C3H4N2 molecule. The level of theory is wB97M-V/def2-TZVPD.

Structure (XYZ):
```
9
Properties=species:S:1:pos:R:3:mulliken_charge:R:1
N 0.787 -0.569 0.464 -0.461
N -2.670 0.170 -0.127 -0.371
C 2.041 -0.492 0.361 -0.302
C -1.481 0.155 -0.037 0.445
C -0.168 0.164 -0.231 -0.354
H 2.528 0.387 -0.179 0.247
H -3.403 0.796 0.101 0.282
H 2.437 -1.356 0.867 0.284
H -0.071 0.745 -1.220 0.230
```

Output
E_HOMO, eV: -8.074
Kohn-Sham gap, Eh: 0.329
Maximum force, eV/A: 1.8
SMILES: C=NC=C=N